(1)
Molecular formula: C33H65O27P3
Method: DFT, the ωB97M-V functional and the def2-TZVPD basis

Summary:
- Multiplicity: 2
- HOMO energy (alpha / beta): -0.4316 / -0.4316 Eh
- Charge: +1
- Electronic energy: -118418.01585 eV

Geometry (Å):
C: 3.03 -15.73 10.75
C: 3.13 -16.05 9.21
O: 2.08 -15.22 8.76
C: 1.48 -14.51 9.70
O: 0.47 -13.90 9.54
O: 1.99 -14.78 10.83
H: 3.85 -15.10 11.08
H: 2.83 -16.66 11.27
H: 3.09 -17.14 9.11
H: 4.13 -15.87 8.81
C: 4.72 -10.65 8.75
C: 4.06 -11.65 9.71
O: 5.10 -11.62 10.81
C: 6.34 -11.21 10.25
O: 7.43 -11.24 10.80
O: 6.11 -10.76 9.01
H: 4.43 -9.61 8.92
H: 4.27 -10.81 7.77
H: 3.88 -12.63 9.27
H: 3.13 -11.29 10.15
C: 13.28 -12.59 8.02
C: 14.54 -13.39 7.96
O: 14.02 -14.63 8.21
C: 12.89 -14.54 8.90
O: 12.38 -15.49 9.42
O: 12.52 -13.20 8.95
H: 12.80 -12.60 7.04
H: 13.52 -11.56 8.27
H: 15.32 -13.04 8.64
H: 14.77 -13.50 6.90
C: 14.33 -15.84 14.92
C: 13.46 -15.91 13.63
O: 13.85 -14.78 12.86
C: 14.47 -13.91 13.71
O: 14.81 -12.76 13.48
O: 14.72 -14.49 14.82
H: 15.23 -16.45 14.82
H: 13.89 -16.01 15.90
H: 12.42 -15.84 13.95
H: 13.53 -16.92 13.23
C: 9.46 -14.11 10.50
C: 9.41 -15.00 11.75
O: 8.47 -16.00 11.27
C: 7.71 -15.42 10.36
O: 6.64 -15.88 10.09
O: 8.21 -14.23 9.96
H: 10.16 -14.58 9.81
H: 9.57 -13.08 10.86
H: 9.15 -14.61 12.73
H: 10.36 -15.54 11.80
C: 2.24 -20.62 9.17
C: 1.88 -19.76 7.87
O: 2.83 -19.89 6.84
P: 4.15 -18.99 6.68
O: 5.14 -19.56 5.77
O: 3.59 -17.62 6.29
C: 3.06 -17.36 5.00
C: 1.62 -16.92 5.23
O: 4.66 -18.75 8.22
C: 6.04 -18.68 8.56
C: 6.29 -19.11 10.07
H: 2.52 -21.66 9.04
H: 3.06 -20.12 9.69
H: 1.41 -20.78 9.86
H: 1.00 -20.06 7.30
H: 1.62 -18.76 8.22
H: 3.68 -16.60 4.51
H: 3.04 -18.03 4.15
H: 1.09 -16.38 4.45
H: 1.08 -17.85 5.43
H: 1.52 -16.25 6.09
H: 6.56 -19.36 7.89
H: 6.17 -17.64 8.27
H: 5.68 -18.36 10.58
H: 5.91 -20.11 10.28
H: 7.38 -19.10 10.19
C: 11.87 -10.35 10.82
C: 12.63 -9.39 11.70
O: 13.99 -9.55 11.50
P: 15.06 -8.53 12.06
O: 14.97 -8.23 13.48
O: 16.49 -9.14 11.63
C: 17.05 -10.32 12.21
C: 18.45 -10.15 12.53
O: 14.95 -7.27 10.98
C: 15.30 -7.34 9.63
C: 14.54 -8.44 8.87
H: 11.81 -10.00 9.79
H: 12.08 -11.41 10.98
H: 10.79 -10.38 10.98
H: 12.31 -8.39 11.41
H: 12.34 -9.49 12.75
H: 16.42 -10.48 13.09
H: 16.79 -11.16 11.58
H: 18.58 -9.32 13.23
H: 18.79 -11.02 13.10
H: 19.06 -10.07 11.63
H: 14.94 -6.37 9.28
H: 16.38 -7.33 9.52
H: 14.81 -9.43 9.24
H: 13.46 -8.38 9.00
H: 14.72 -8.39 7.80
C: 7.13 -17.86 3.23
C: 7.54 -16.47 2.85
O: 8.52 -16.09 3.74
P: 8.58 -14.47 4.11
O: 9.07 -13.55 3.10
O: 7.12 -14.05 4.69
C: 6.55 -14.85 5.64
C: 6.99 -14.48 7.06
O: 9.61 -14.47 5.39
C: 10.80 -15.29 5.37
C: 10.62 -16.45 6.28
H: 7.94 -18.59 3.18
H: 6.69 -18.02 4.22
H: 6.29 -18.27 2.68
H: 7.84 -16.47 1.80
H: 6.64 -15.85 2.83
H: 5.46 -14.85 5.56
H: 6.74 -15.92 5.55
H: 8.07 -14.57 7.16
H: 6.56 -13.54 7.40
H: 6.60 -15.16 7.82
H: 10.96 -15.64 4.35
H: 11.58 -14.57 5.63
H: 9.95 -17.16 5.80
H: 11.55 -16.87 6.66
H: 10.06 -16.04 7.12

(2)
Molecular formula: C41H100Br2N6O3
Method: DFT, the ωB97M-V functional and the def2-TZVPD basis

Summary:
- Multiplicity: 2
- HOMO energy (alpha / beta): -0.3300 / -0.4299 Eh
- Charge: +3
- Electronic energy: -199274.67559 eV

Geometry (Å):
C: 3.69 -0.07 3.47
C: 2.75 -0.77 4.38
C: 1.60 -1.40 3.59
N: 1.02 -2.72 4.26
C: 0.75 -2.44 5.79
C: -0.26 -3.22 3.61
C: -0.10 -4.71 3.68
C: 1.36 -4.96 3.48
C: 2.03 -3.81 4.12
H: 4.59 0.00 4.08
H: 3.47 0.95 3.17
H: 4.11 -0.62 2.63
H: 2.39 -0.12 5.18
H: 3.22 -1.47 5.07
H: 1.96 -1.86 2.67
H: 0.69 -0.79 3.54
H: 0.04 -1.63 5.95
H: 1.70 -2.18 6.25
H: 0.43 -3.40 6.20
H: -1.14 -2.89 4.16
H: -0.29 -2.73 2.63
H: -0.38 -5.03 4.69
H: -0.75 -5.26 3.00
H: 1.71 -5.91 3.89
H: 1.54 -5.09 2.41
H: 2.34 -3.99 5.16
H: 2.89 -3.50 3.54
C: 7.34 -1.13 -0.07
N: 6.68 -0.25 -1.24
C: 5.93 0.94 -0.54
C: 7.82 0.31 -2.15
C: 5.53 -0.97 -1.93
C: 5.95 -2.32 -2.60
O: 6.55 -2.15 -3.84
H: 6.49 -1.52 0.48
H: 7.88 -0.52 0.66
H: 7.92 -1.97 -0.44
H: 5.56 1.61 -1.31
H: 6.58 1.48 0.15
H: 5.15 0.50 0.07
H: 8.55 0.87 -1.56
H: 7.45 0.99 -2.92
H: 8.24 -0.48 -2.77
H: 5.08 -0.32 -2.68
H: 4.69 -1.05 -1.23
H: 4.99 -2.72 -2.91
H: 6.44 -3.12 -2.04
H: 6.50 -2.94 -4.38
C: 0.74 0.86 1.31
N: 0.83 1.12 -0.21
C: -0.48 0.86 -0.92
C: 1.34 2.51 -0.47
C: 1.96 0.21 -0.78
C: 2.21 0.26 -2.39
O: 2.85 1.48 -2.79
H: 0.26 -0.11 1.44
H: -0.02 1.62 1.51
H: 1.72 1.09 1.71
H: -0.51 -0.20 -1.17
H: -0.56 1.51 -1.79
H: -1.21 1.20 -0.19
H: 1.25 2.66 -1.55
H: 2.37 2.64 -0.14
H: 0.69 3.18 0.09
H: 1.72 -0.84 -0.59
H: 2.85 0.33 -0.16
H: 1.21 0.13 -2.80
H: 2.83 -0.50 -2.88
H: 3.13 1.38 -3.70
C: -4.35 4.75 4.44
N: -4.03 4.27 3.01
C: -5.06 3.18 2.62
C: -4.25 5.42 2.04
C: -2.58 3.68 2.79
C: -1.38 4.72 2.89
O: -1.29 5.25 4.23
H: -3.70 5.59 4.68
H: -4.15 4.00 5.20
H: -5.44 4.86 4.47
H: -4.90 2.26 3.18
H: -5.08 3.04 1.54
H: -6.03 3.64 2.84
H: -3.66 6.21 2.51
H: -5.31 5.63 2.20
H: -3.98 5.05 1.05
H: -2.54 3.26 1.78
H: -2.46 2.86 3.48
H: -1.50 5.48 2.13
H: -0.42 4.25 2.67
H: -1.21 6.20 4.11
C: 0.09 -3.63 -0.47
C: -1.28 -3.16 -0.23
C: -2.19 -4.36 0.20
C: -3.63 -3.85 0.49
N: -4.51 -4.80 1.36
C: -6.01 -4.33 1.38
C: -6.00 -3.15 2.30
C: -4.89 -3.37 3.38
C: -4.22 -4.70 2.91
C: -4.43 -6.24 0.90
H: 0.07 -4.54 -1.06
H: 0.58 -3.79 0.49
H: 0.76 -2.91 -0.94
H: -1.68 -2.82 -1.19
H: -1.36 -2.24 0.35
H: -1.84 -4.85 1.12
H: -2.28 -5.08 -0.62
H: -4.22 -3.61 -0.39
H: -3.55 -2.87 0.98
H: -6.54 -5.17 1.84
H: -6.32 -4.14 0.35
H: -6.96 -2.92 2.75
H: -5.73 -2.26 1.73
H: -5.28 -3.60 4.37
H: -4.16 -2.56 3.39
H: -4.68 -5.51 3.47
H: -3.19 -4.77 3.27
H: -4.72 -6.36 -0.14
H: -5.04 -6.92 1.50
H: -3.38 -6.47 1.04
C: 1.84 4.65 -3.41
C: 1.43 4.84 -4.84
C: 0.60 3.71 -5.49
C: -0.57 3.19 -4.61
N: -1.60 2.33 -5.36
C: -2.42 3.14 -6.48
C: -3.76 2.40 -6.58
C: -4.05 2.19 -5.07
C: -2.74 1.74 -4.47
C: -0.82 1.16 -6.05
H: 0.96 4.64 -2.77
H: 2.45 5.49 -3.08
H: 2.40 3.72 -3.28
H: 2.32 5.03 -5.44
H: 0.82 5.73 -4.98
H: 1.34 2.93 -5.67
H: 0.18 4.09 -6.42
H: -1.22 3.93 -4.14
H: -0.26 2.55 -3.78
H: -1.88 3.28 -7.42
H: -2.53 4.16 -6.10
H: -3.61 1.45 -7.08
H: -4.52 2.83 -7.24
H: -4.71 1.33 -5.00
H: -4.41 3.09 -4.57
H: -2.55 0.66 -4.53
H: -2.76 2.04 -3.42
H: -1.56 0.39 -6.28
H: -0.21 0.68 -5.28
H: -0.25 1.45 -6.94
Br: 3.39 4.22 2.01
Br: 4.76 1.35 -5.57

(3)
Molecular formula: C19H23Cl5NPW
Method: DFT, the ωB97M-V functional and the def2-TZVPD basis

Summary:
- Multiplicity: 3
- HOMO energy (alpha / beta): -0.5114 / -0.5214 Eh
- Charge: +2
- Electronic energy: -95272.02411 eV

Geometry (Å):
C: 1.35 -0.47 -3.60
C: 2.01 -0.69 -2.40
C: 1.38 -0.48 -1.17
C: 0.03 -0.09 -1.14
C: -0.61 0.20 -2.37
C: 0.04 -0.02 -3.57
C: 2.09 -0.77 0.09
C: 1.77 0.12 1.29
N: 2.50 1.34 1.29
W: -1.08 0.04 0.72
C: -2.00 0.77 -2.30
P: -2.15 1.63 -0.68
H: 3.03 -1.05 -2.38
H: -0.52 0.20 -4.47
H: 1.85 -0.65 -4.56
H: -2.79 0.00 -2.39
H: -2.15 1.54 -3.07
H: 1.87 -1.81 0.40
H: 3.17 -0.72 -0.10
H: 0.68 0.44 1.56
C: -3.83 2.21 -0.49
C: -1.17 3.12 -0.98
H: 2.03 -0.44 2.21
C: 2.44 2.25 0.17
C: 2.65 1.99 2.57
H: -2.69 0.08 1.18
H: 3.25 2.99 0.31
H: 2.59 1.74 -0.79
H: 1.49 2.83 0.10
H: 3.42 2.78 2.45
H: 1.71 2.44 2.95
H: 2.99 1.25 3.30
H: -1.69 3.72 -1.73
H: -1.12 3.65 -0.02
H: -0.16 2.89 -1.34
H: -4.10 2.79 -1.38
H: -4.52 1.37 -0.34
H: -3.83 2.86 0.40
H: -1.19 1.12 2.01
Cl: -0.34 -1.20 3.70
C: -0.63 -2.45 2.51
C: -1.06 -2.11 1.22
C: -1.34 -3.15 0.31
Cl: -2.03 -2.83 -1.24
C: -1.03 -4.49 0.64
Cl: -1.28 -5.75 -0.49
C: -0.54 -4.81 1.92
Cl: -0.28 -6.42 2.38
C: -0.36 -3.79 2.87
Cl: 0.15 -4.17 4.45